No. 1
19
Properties=species:S:1:pos:R:3:nbo_charge:R:1 method="wB97M-V/def2-TZVPD" homo_lumo_gap_ev=10.073 homo_energy_ev=-9.0136 e_above_lowest_kj_mol=142.06 energy_ev=-8358.6638 smiles="C=C(N)C[C@@H](C)N"
H 1.199 -1.501 0.647 0.21
N -0.052 -0.275 -2.237 -0.91
N -1.746 -0.242 1.784 -0.83
H 0.112 -1.861 1.966 0.23
C -0.468 0.844 -0.068 -0.46
H -2.630 0.112 1.443 0.36
H -1.323 -1.200 0.056 0.20
H 0.239 -1.222 -2.405 0.39
C -0.810 -0.455 0.662 -0.05
H 0.062 1.550 0.571 0.21
H 2.051 1.606 -0.330 0.19
H -1.324 0.402 2.443 0.35
C 0.487 0.560 -1.215 0.21
H 1.013 -0.297 1.797 0.20
C 1.721 1.049 -1.205 -0.45
C 0.436 -1.074 1.290 -0.63
H 2.565 0.511 -1.624 0.20
H -1.402 1.231 -0.489 0.21
H -0.131 0.262 -3.087 0.38

No. 2
19
Properties=species:S:1:pos:R:3:nbo_charge:R:1 method="wB97M-V/def2-TZVPD" homo_lumo_gap_ev=9.996 homo_energy_ev=-9.0898 e_above_lowest_kj_mol=228.10 energy_ev=-8357.7721
C -0.114 -1.396 -1.924 -0.39
H 1.654 1.920 0.466 0.23
H -1.060 -0.881 1.980 0.35
C 0.496 -2.123 -0.977 -0.39
C 1.330 0.926 0.160 -0.71
H -2.048 1.057 0.970 0.19
C -0.147 0.909 -0.120 0.35
C -0.981 1.007 1.222 -0.28
H -0.030 -2.512 -0.119 0.19
N -0.616 0.002 2.206 -0.84
H -0.281 1.294 -2.000 0.33
H 1.560 0.259 0.989 0.24
N -0.755 1.430 -1.108 -0.65
H -0.703 1.982 1.632 0.20
H 1.877 0.594 -0.721 0.22
H -0.953 0.271 3.124 0.36
H 1.564 -2.275 -0.985 0.19
H -1.190 -1.320 -1.954 0.20
H 0.397 -1.143 -2.842 0.19

No. 3
19
Properties=species:S:1:pos:R:3:nbo_charge:R:1 method="wB97M-V/def2-TZVPD" homo_lumo_gap_ev=9.619 homo_energy_ev=-8.4923 e_above_lowest_kj_mol=199.08 energy_ev=-8358.0729 smiles=C[C@@H]1[C@@H](N)CN1C
H -0.770 -2.088 0.753 0.17
C -1.256 -1.164 1.177 -0.44
C 0.955 -0.026 0.977 -0.24
N -0.508 0.053 0.847 -0.43
C -0.396 0.380 -0.577 -0.08
H 0.796 2.578 0.543 0.36
H -0.029 -0.598 -2.418 0.22
H 1.422 2.677 -1.037 0.36
H -1.134 1.146 -0.818 0.18
H 1.331 0.569 1.813 0.20
N 1.419 2.155 -0.128 -0.83
H -2.303 -0.954 0.901 0.21
H 1.326 -1.117 1.066 0.18
C -0.576 -0.821 -1.431 -0.63
H -1.241 -1.151 2.326 0.21
H -0.161 -1.698 -0.898 0.21
H -1.685 -1.093 -1.574 0.22
H 1.724 0.392 -1.181 0.19
C 1.085 0.760 -0.340 -0.06

No. 4
19
Properties=species:S:1:pos:R:3:nbo_charge:R:1 method="wB97M-V/def2-TZVPD" homo_lumo_gap_ev=9.774 homo_energy_ev=-8.7337 e_above_lowest_kj_mol=154.01 energy_ev=-8358.5400 smiles="C=CC[C@H](N)CN"
H 1.888 0.591 -0.508 0.22
H 0.166 -1.131 -0.723 0.18
H 1.694 -1.396 0.931 0.17
N -1.315 -0.049 0.355 -0.88
C 0.732 -1.055 1.318 -0.22
H -1.616 0.913 0.398 0.38
H 1.161 2.456 -1.764 0.20
C -0.614 1.629 -2.201 -0.41
H -2.067 -0.594 -0.047 0.37
C 0.468 1.692 -1.423 -0.17
H 0.765 -0.309 2.110 0.18
H -0.778 2.257 -3.069 0.20
H -1.478 0.999 -2.013 0.19
N -0.030 -2.203 1.870 -0.82
H 0.590 -2.985 1.901 0.35
H -0.739 -2.478 1.207 0.34
C 0.055 -0.416 0.094 -0.05
H 0.791 1.475 0.649 0.22
C 0.856 0.843 -0.245 -0.45

No. 5
19
Properties=species:S:1:pos:R:3:nbo_charge:R:1 method="wB97M-V/def2-TZVPD" homo_lumo_gap_ev=9.331 homo_energy_ev=-8.2890 e_above_lowest_kj_mol=266.25 energy_ev=-8357.3768
N -1.132 0.382 -1.981 -0.67
H -2.252 -1.132 -0.312 0.24
C -1.124 -0.900 0.156 -0.45
C 1.709 0.262 -1.375 -0.50
H 2.056 -0.731 0.456 0.19
C -1.174 -0.677 1.646 -0.62
H -0.181 -0.418 2.010 0.22
C 1.746 0.181 -0.042 -0.01
H -1.848 0.130 1.930 0.21
H 1.417 1.166 -1.882 0.21
N 1.433 1.223 0.826 -0.83
H -1.815 1.126 -0.238 0.17
H 1.281 2.108 0.365 0.38
H -0.772 -0.473 -2.404 0.32
H -0.418 -1.629 -0.239 0.23
H 2.004 -0.576 -1.986 0.20
H -1.495 -1.573 2.177 0.21
H 2.025 1.300 1.638 0.38
C -1.459 0.229 -0.744 0.11

No. 6
19
Properties=species:S:1:pos:R:3:nbo_charge:R:1 method="wB97M-V/def2-TZVPD" homo_lumo_gap_ev="9.875 / 6.353" homo_energy_ev="-13.2884 / -13.2755" e_above_lowest_kj_mol=96.37 energy_ev=-8351.5696 multiplicity=2 s2=0.7671 total_charge=+1
N 1.449 -0.234 0.214 -0.36
H -1.088 0.861 -1.565 0.25
C 0.822 1.945 -0.112 -0.17
H -2.542 -0.764 -0.656 0.23
H 0.688 -2.127 0.683 0.25
H -1.200 0.817 1.374 0.34
H 2.483 -2.023 0.329 0.25
H 1.267 -1.966 -0.955 0.24
C -0.597 0.042 -1.042 -0.50
H -2.780 0.708 1.012 0.38
C 0.607 0.594 -0.351 0.27
C -1.642 -0.586 -0.088 -0.21
H -0.332 -0.651 -1.839 0.26
H 2.290 0.166 0.614 0.42
H 0.151 2.732 -0.393 0.24
H 1.746 2.220 0.377 0.20
H -1.321 -1.580 0.223 0.18
C 1.478 -1.690 0.077 -0.44
N -1.937 0.162 1.135 -0.82

No. 7
20
Properties=species:S:1:pos:R:3:nbo_charge:R:1 method="wB97M-V/def2-TZVPD" homo_lumo_gap_ev=10.474 homo_energy_ev=-9.6777 e_above_lowest_kj_mol=0.00 energy_ev=-10408.4240 smiles="CC(C)CNC(N)=O"
H -0.133 1.610 0.326 0.22
H 0.123 -2.021 0.100 0.39
H 0.192 0.007 2.256 0.21
C -0.717 0.599 2.158 -0.61
H 3.110 -1.363 -1.525 0.40
H 2.362 -2.419 -0.431 0.38
H -2.386 2.044 -0.501 0.21
C -0.950 -0.249 -0.208 -0.21
O 1.379 0.351 -1.487 -0.65
C -0.945 0.996 0.713 -0.23
H -1.536 -0.039 2.502 0.19
C -2.250 1.779 0.552 -0.60
C 1.288 -0.730 -0.941 0.78
N 2.266 -1.685 -1.101 -0.84
H -1.834 -0.852 0.022 0.19
H -2.259 2.701 1.130 0.21
H -1.115 0.140 -1.216 0.21
H -3.103 1.154 0.814 0.20
H -0.630 1.448 2.839 0.21
N 0.243 -1.044 -0.093 -0.64

No. 8
20
Properties=species:S:1:pos:R:3:nbo_charge:R:1 method="wB97M-V/def2-TZVPD" homo_lumo_gap_ev=8.181 homo_energy_ev=-7.4528 e_above_lowest_kj_mol=401.77 energy_ev=-10404.2599
H -2.711 0.252 0.842 0.22
H 1.962 0.168 1.065 0.40
N -0.874 -2.102 0.412 -0.69
C 0.980 2.012 0.978 -0.42
H -2.276 0.608 -0.821 0.24
H 1.691 2.530 0.337 0.22
H 1.168 2.256 2.024 0.20
H -1.761 -2.618 0.510 0.32
H -3.128 -0.895 -0.450 0.21
C 0.569 0.081 -0.795 0.63
C -1.031 -0.874 0.118 0.09
H 1.423 -1.859 -0.447 0.24
H 1.042 -1.485 -2.135 0.24
H 0.156 0.029 1.084 0.46
C 1.431 -1.078 -1.204 -0.72
N 1.074 0.565 0.768 -0.69
O 0.226 0.989 -1.511 -0.67
H -0.025 2.330 0.706 0.23
C -2.361 -0.200 -0.090 -0.72
H 2.445 -0.710 -1.392 0.21

No. 9
20
Properties=species:S:1:pos:R:3:nbo_charge:R:1 method="wB97M-V/def2-TZVPD" homo_lumo_gap_ev=9.779 homo_energy_ev=-8.9394 e_above_lowest_kj_mol=154.79 energy_ev=-10406.8197 smiles="CNC(=O)CCCN"
N -0.996 0.200 1.625 -0.64
C -1.099 1.287 2.561 -0.43
H 0.920 -2.214 0.709 0.24
H -2.040 1.173 3.098 0.20
H -0.534 1.277 -1.731 0.35
O 1.272 0.313 1.712 -0.61
H -1.029 2.289 2.091 0.19
H -1.713 0.154 0.924 0.39
H -0.412 1.387 3.402 0.23
N -0.042 0.875 -2.515 -0.85
C 0.458 -1.354 0.228 -0.50
H -0.531 -1.796 0.027 0.20
H 0.793 1.376 -2.759 0.37
C 0.138 -0.557 -2.254 -0.20
H -0.789 -1.108 -2.110 0.19
C 0.288 -0.225 1.267 0.69
H 1.816 -1.472 -1.454 0.21
C 1.115 -0.761 -0.993 -0.43
H 0.706 -0.975 -3.084 0.19
H 1.680 0.131 -0.743 0.23

No. 10
20
Properties=species:S:1:pos:R:3:nbo_charge:R:1 method="wB97M-V/def2-TZVPD" homo_lumo_gap_ev=9.021 homo_energy_ev=-8.3410 e_above_lowest_kj_mol=196.68 energy_ev=-10406.3855
N 0.925 1.435 -1.121 -0.72
C 0.617 -0.634 0.028 -0.13
H -2.750 -0.638 0.528 0.21
O 0.330 -0.376 -2.400 -0.69
H 0.954 1.914 -2.017 0.36
H 0.137 -1.316 -2.299 0.48
C -1.847 -0.715 -0.079 -0.42
H 1.967 0.681 1.072 0.23
H -1.994 -0.107 -0.984 0.17
H -0.165 1.253 1.985 0.20
H 0.552 -1.702 -0.215 0.19
H 1.542 -0.798 1.960 0.22
H -0.352 1.746 0.289 0.22
H -1.849 1.321 1.390 0.20
C -0.822 1.066 1.138 -0.46
H -1.728 -1.759 -0.372 0.19
C 1.777 -0.384 0.983 -0.61
H 2.678 -0.862 0.603 0.21
C 0.742 0.179 -1.221 0.55
N -0.714 -0.303 0.733 -0.42